[1]
Entry from OMol25: C41H34BaP2SSiTe as an isolated structure (ωB97M-V/def2-TZVPD).

XYZ file:
```
81
Properties=species:S:1:pos:R:3:mulliken_charge:R:1
Ba -0.758 -0.454 1.789 1.40
C -1.002 2.047 1.154 -2.05
Si 0.131 0.947 -0.146 0.07
C 1.515 2.187 -0.082 1.01
C 1.429 3.552 -0.308 -0.52
C 2.578 4.301 -0.466 -0.82
C 3.823 3.689 -0.468 -0.72
C 3.923 2.331 -0.241 -0.75
C 2.763 1.602 -0.020 0.51
P 2.846 -0.174 0.367 -0.81
C 3.178 -0.560 -1.409 0.80
C 4.302 -1.293 -1.778 -0.61
C 4.488 -1.650 -3.101 -0.80
C 3.564 -1.269 -4.064 -0.92
C 2.488 -0.471 -3.714 -0.61
C 2.325 -0.088 -2.401 0.09
C 1.024 -0.631 0.419 3.52
C 1.030 -1.661 1.572 -2.05
C 2.161 -2.570 1.404 -1.34
C 2.479 -3.040 0.133 0.10
C 1.773 -2.581 -0.955 -0.90
C 0.729 -1.615 -0.694 -1.37
C -0.618 1.194 -1.806 0.96
C -0.266 2.132 -2.752 -0.57
C -0.920 2.128 -3.970 -0.99
C -1.868 1.152 -4.246 -1.05
C -2.202 0.196 -3.305 -0.49
C -1.592 0.248 -2.061 0.20
P -1.750 -0.828 -0.584 0.93
C -3.510 -0.436 -0.050 1.09
C -3.938 0.116 1.171 -0.16
C -5.261 0.558 1.272 -0.83
C -6.154 0.468 0.211 -0.70
C -5.739 -0.127 -0.968 -1.10
C -4.436 -0.572 -1.084 -0.15
C -2.135 -2.364 -1.582 -0.05
C -1.347 -2.722 -2.672 -0.20
C -1.435 -3.995 -3.212 -0.81
C -2.300 -4.924 -2.666 -0.67
C -3.058 -4.596 -1.540 -0.78
C -2.970 -3.338 -0.999 -0.09
H -0.524 2.141 2.190 0.49
H -2.053 1.770 1.378 0.72
H -1.006 3.022 0.681 0.38
H 0.466 4.041 -0.368 0.33
H 2.514 5.370 -0.603 0.43
H 4.712 4.278 -0.636 0.40
H 4.886 1.838 -0.247 0.46
H 4.988 -1.628 -1.007 0.42
H 5.346 -2.249 -3.380 0.42
H 3.684 -1.594 -5.087 0.42
H 1.771 -0.148 -4.460 0.52
H 1.484 0.550 -2.145 0.23
H 0.989 -1.275 2.581 1.19
H 2.654 -2.944 2.285 0.40
H 3.250 -3.788 -0.007 0.52
H 1.796 -3.002 -1.953 0.31
H 0.342 -1.181 -1.641 -0.10
H 0.515 2.851 -2.544 0.55
H -0.681 2.877 -4.710 0.44
H -2.352 1.135 -5.212 0.44
H -2.910 -0.583 -3.557 0.39
H -3.257 0.168 2.108 0.00
H -5.563 0.987 2.221 0.41
H -7.164 0.843 0.301 0.42
H -6.416 -0.236 -1.803 0.45
H -4.152 -1.058 -2.008 0.20
H -0.664 -2.006 -3.127 0.07
H -0.789 -4.269 -4.038 0.38
H -2.354 -5.924 -3.073 0.39
H -3.698 -5.339 -1.082 0.44
H -3.550 -3.053 -0.118 0.42
Te -0.551 -2.834 0.522 0.11
C 0.223 -4.626 0.817 0.18
C -0.027 -5.660 1.655 -0.82
C 0.018 -6.871 0.924 -0.64
C 0.136 -6.689 -0.426 -0.67
S 0.248 -5.035 -0.861 0.16
H -0.156 -5.551 2.718 0.47
H -0.048 -7.844 1.381 0.42
H 0.167 -7.434 -1.204 0.47
```

Computed properties:
Charge = 0
E = -3246.05397 Ha
HOMO energy = -0.175 Ha
LUMO = -0.5 eV
Energy above the lowest of the compared OMol25 structures with the same formula, charge and spin = 406.24 kcal per mole

***

[2]
Entry from OMol25: C41H34ClHfN6O5PS2 as an isolated structure (ωB97M-V/def2-TZVPD).

XYZ file:
```
91
Properties=species:S:1:pos:R:3:mulliken_charge:R:1
Hf 13.891 11.085 15.115 1.29
C 16.646 10.310 18.091 -1.68
C 15.974 11.337 17.285 0.97
N 15.963 11.190 15.940 -0.17
N 16.084 12.394 15.281 -0.56
C 16.230 12.326 13.958 0.38
S 14.993 11.658 12.852 -0.32
S 17.463 13.370 13.245 -0.09
C 18.310 12.219 12.042 -0.23
C 18.463 12.768 10.629 0.63
C 19.311 13.876 10.336 -0.33
C 19.366 14.348 9.009 -0.62
C 18.657 13.663 8.001 -0.24
C 17.897 12.531 8.248 -0.86
C 17.740 12.139 9.594 -0.07
C 15.443 12.558 17.872 1.00
C 15.815 13.066 19.107 -0.80
C 15.655 14.399 19.352 -0.50
C 15.036 15.241 18.475 -0.66
C 14.405 14.651 17.379 -0.79
C 14.393 13.284 17.126 0.48
O 13.577 12.687 16.330 -0.40
H 16.113 10.163 19.025 0.43
H 17.635 10.618 18.261 0.38
H 16.569 9.281 17.617 0.29
H 17.722 11.295 12.121 -0.19
H 19.269 12.059 12.606 0.38
H 19.906 14.414 11.072 0.35
H 19.890 15.231 8.712 0.40
H 18.822 14.043 6.979 0.31
H 17.444 12.013 7.433 0.42
H 17.083 11.260 9.910 0.23
H 16.399 12.438 19.790 0.36
H 16.059 14.761 20.295 0.36
H 14.916 16.283 18.709 0.43
H 13.858 15.208 16.602 0.34
O 10.796 12.312 11.237 -0.10
N 9.534 12.462 10.551 0.08
C 8.852 11.477 9.943 -0.50
C 7.776 12.060 9.168 -0.28
C 6.889 11.434 8.306 -0.64
C 5.818 12.102 7.661 -0.48
C 5.666 13.468 7.914 -0.75
C 6.455 14.133 8.898 -0.45
C 7.538 13.436 9.499 0.95
P 8.890 14.109 10.231 0.05
C 8.721 14.937 11.798 0.76
C 9.693 14.850 12.854 -0.03
C 9.426 15.433 14.078 -0.70
C 8.156 16.024 14.305 -0.48
C 7.225 16.124 13.320 -0.54
C 7.526 15.650 12.084 -0.09
C 10.049 15.086 9.328 0.75
C 11.281 15.257 9.941 -0.62
C 12.250 16.108 9.347 -0.79
C 11.993 16.678 8.119 -0.46
C 10.728 16.558 7.575 -0.55
C 9.776 15.742 8.143 -0.18
H 10.989 11.360 11.099 0.28
H 9.186 10.421 10.057 0.33
H 7.132 10.429 8.024 0.35
H 5.161 11.527 6.978 0.35
H 4.992 14.054 7.283 0.33
H 6.307 15.213 9.051 0.31
H 10.661 14.421 12.616 0.18
H 10.229 15.486 14.868 0.35
H 8.013 16.657 15.159 0.34
H 6.203 16.524 13.560 0.34
H 6.797 15.786 11.234 0.04
H 11.537 14.578 10.734 0.34
H 13.199 16.316 9.827 0.41
H 12.781 17.184 7.583 0.40
H 10.472 17.168 6.734 0.39
H 8.778 15.678 7.636 0.33
N 15.077 7.018 15.787 -0.41
C 15.039 7.940 14.733 0.67
O 14.381 9.018 14.732 -0.64
C 15.742 7.495 13.541 0.08
C 15.731 6.112 13.353 -0.22
N 15.713 4.925 13.367 -0.60
C 16.250 8.340 12.592 0.30
N 16.693 9.026 11.716 -0.55
H 14.377 7.162 16.552 0.29
H 15.255 6.034 15.436 0.24
Cl 10.061 8.279 15.261 -0.16
C 10.294 9.930 15.878 -0.49
C 11.631 10.448 15.614 0.82
O 11.792 11.150 14.554 -0.45
O 12.597 10.131 16.389 -0.46
H 10.031 10.086 16.952 0.34
H 9.620 10.523 15.220 0.27
```

Computed properties:
Charge = 0
E = -3933.29460 Ha
HOMO energy (alpha / beta) = -0.184 / -0.184 Ha
LUMO (alpha / beta) = -1.4 / -1.4 eV
Energy above the lowest of the compared OMol25 structures with the same formula, charge and spin = 135.37 kcal per mole

***

[3]
Entry from OMol25: C41H35AlClN2Si2 as an isolated structure (ωB97M-V/def2-TZVPD).

XYZ file:
```
82
Properties=species:S:1:pos:R:3:mulliken_charge:R:1
C -1.533 -1.734 3.598 -0.45
C -2.462 -0.985 2.843 -1.05
C -2.710 -1.678 1.636 -0.44
H -2.989 -0.092 3.175 0.50
C -1.942 -2.852 1.611 -1.06
C -1.144 -2.903 2.819 -0.31
H -0.693 -3.812 3.223 0.91
H -1.299 -1.589 4.654 0.66
H -3.438 -1.376 0.889 0.63
H -2.010 -3.655 0.880 0.72
Al 0.430 -1.589 2.254 -0.07
Si 1.024 2.586 -0.636 0.36
C -0.324 3.707 -1.320 0.71
C -0.101 4.588 -2.397 -0.40
H 0.888 4.628 -2.864 0.35
C -1.124 5.427 -2.852 -0.55
H -0.941 6.104 -3.686 0.43
C -2.380 5.412 -2.238 -0.52
H -3.168 6.092 -2.564 0.40
C -2.614 4.535 -1.180 -0.69
H -3.594 4.497 -0.701 0.42
C -1.582 3.723 -0.695 -0.10
H -1.752 3.127 0.207 0.09
C 0.515 0.782 -0.788 1.33
C -0.788 0.412 -0.482 -0.80
H -1.460 1.107 0.037 0.32
C -1.258 -0.875 -0.882 -1.44
H -2.335 -1.057 -0.972 0.85
C -0.335 -1.974 -0.731 0.11
H -0.671 -2.998 -0.592 0.46
C 1.048 -1.633 -1.011 -1.05
H 1.825 -2.390 -1.090 1.40
C 1.353 -0.267 -1.284 -0.93
H 2.345 -0.009 -1.665 0.75
H 1.061 2.854 0.820 -0.18
Si -0.094 -1.275 -2.451 -0.93
C 0.148 -2.587 -3.823 0.45
C -0.733 -2.595 -4.908 -0.26
H -1.631 -1.976 -4.873 0.36
C -0.461 -3.351 -6.047 -0.73
H -1.144 -3.319 -6.894 0.40
C 0.693 -4.144 -6.088 -0.46
H 0.921 -4.724 -6.982 0.38
C 1.539 -4.198 -4.979 -0.77
H 2.414 -4.847 -4.986 0.40
C 1.268 -3.424 -3.848 -0.28
H 1.941 -3.464 -2.992 0.20
C -0.545 0.201 -3.580 0.38
C -1.803 0.796 -3.630 0.05
H -2.642 0.406 -3.044 0.36
C -1.985 1.934 -4.427 -0.65
H -2.971 2.405 -4.479 0.45
C -0.906 2.481 -5.130 -0.56
H -1.048 3.383 -5.737 0.43
C 0.365 1.908 -5.028 -0.80
H 1.227 2.352 -5.527 0.43
C 0.542 0.762 -4.247 -0.33
H 1.547 0.330 -4.149 0.34
H 2.308 2.972 -1.130 -0.26
Cl 1.998 -2.778 1.387 -0.40
C 2.330 -3.448 5.768 -1.00
C 1.587 -3.295 4.600 0.07
N 1.315 -2.076 4.096 0.41
C 1.697 -0.968 4.778 0.15
C 2.423 -1.048 5.993 0.63
C 2.757 -2.329 6.467 -0.63
C 2.730 0.185 6.653 -0.90
C 2.254 1.387 6.185 -1.00
C 1.424 1.470 5.018 0.67
C 0.765 2.628 4.572 -0.84
C -0.078 2.548 3.474 -1.16
C -0.170 1.366 2.742 -0.08
N 0.531 0.256 3.086 0.80
C 1.246 0.288 4.261 0.47
H 2.557 -4.458 6.096 0.41
H 1.234 -4.151 4.028 0.46
H 3.325 -2.416 7.392 0.45
H 3.339 0.135 7.559 0.40
H 2.492 2.315 6.707 0.42
H 0.909 3.562 5.108 0.46
H -0.656 3.406 3.131 0.52
H -0.803 1.282 1.856 0.76
```

Computed properties:
Charge = +1
E = -2974.24910 Ha
HOMO energy (alpha / beta) = -0.312 / -0.312 Ha
LUMO (alpha / beta) = -4.0 / -4.0 eV
Energy above the lowest of the compared OMol25 structures with the same formula, charge and spin = 0.00 kcal per mole

***

Look up the energy above the lowest of the compared OMol25 structures with the same formula, charge and spin of the second one. 135.37 kcal per mole